Entry 1:
{"formula": "C39H27F10IN4Nd", "method": "ωB97M-V/def2-TZVPD", "total_charge": -1, "multiplicity": 4, "lumo_energy_ev": [2.28, 2.28], "homo_energy_ev": [-4.57, -4.57], "homo_lumo_gap_ev": [6.84, 6.85], "symbols": ["Nd", "C", "N", "C", "C", "N", "C", "C", "F", "C", "F", "C", "F", "C", "F", "C", "F", "C", "C", "N", "C", "C", "F", "C", "F", "C", "F", "C", "F", "C", "F", "H", "H", "H", "H", "H", "H", "H", "H", "H", "H", "H", "N", "C", "C", "C", "C", "C", "C", "C", "C", "C", "C", "C", "C", "H", "H", "H", "H", "H", "H", "H", "H", "H", "H", "I", "C", "C", "C", "C", "C", "C", "C", "C", "C", "C", "H", "H", "H", "H", "H", "H"], "xyz": [[0.251, 0.247, -0.052], [3.642, -0.773, -0.926], [3.054, -0.361, 0.345], [3.647, 0.912, 0.756], [2.987, 1.533, 1.989], [1.559, 1.678, 1.794], [0.929, 2.490, 2.625], [1.406, 3.150, 3.807], [2.669, 2.937, 4.274], [0.632, 4.019, 4.545], [1.164, 4.593, 5.645], [-0.677, 4.327, 4.188], [-1.406, 5.210, 4.911], [-1.204, 3.700, 3.062], [-2.463, 3.957, 2.674], [-0.428, 2.823, 2.344], [-0.966, 2.228, 1.219], [3.212, -1.407, 1.358], [2.014, -2.367, 1.357], [0.784, -1.637, 1.590], [0.033, -1.858, 2.648], [0.219, -2.704, 3.792], [1.385, -3.386, 3.982], [-0.720, -2.853, 4.790], [-0.442, -3.647, 5.843], [-1.946, -2.197, 4.753], [-2.872, -2.381, 5.723], [-2.173, -1.325, 3.697], [-3.321, -0.630, 3.614], [-1.214, -1.163, 2.730], [-1.480, -0.242, 1.732], [4.742, -0.842, -0.861], [3.258, -1.752, -1.211], [3.374, -0.052, -1.701], [4.729, 0.804, 0.961], [3.515, 1.605, -0.081], [3.204, 0.934, 2.887], [3.471, 2.510, 2.141], [4.147, -1.972, 1.216], [3.245, -0.956, 2.349], [1.937, -2.838, 0.366], [2.217, -3.163, 2.077], [0.636, -1.042, -2.580], [0.837, -0.528, -3.884], [1.203, -1.424, -4.883], [1.371, -1.028, -6.195], [1.163, 0.300, -6.518], [0.837, 1.200, -5.523], [0.650, 0.833, -4.186], [0.379, 1.907, -3.200], [-0.279, 3.043, -3.689], [-0.387, 4.196, -2.939], [0.221, 4.239, -1.697], [0.796, 3.086, -1.182], [0.876, 1.842, -1.860], [0.928, -2.017, -2.562], [-0.366, -1.025, -2.324], [1.346, -2.463, -4.614], [1.650, -1.749, -6.950], [1.268, 0.638, -7.540], [0.742, 2.240, -5.795], [-0.750, 3.017, -4.664], [-0.915, 5.056, -3.332], [0.214, 5.155, -1.117], [1.254, 3.178, -0.195], [-2.652, 1.418, -1.428], [-3.693, -0.395, -0.901], [-5.055, -0.300, -0.817], [-5.813, -1.458, -0.608], [-5.184, -2.668, -0.532], [-3.779, -2.764, -0.585], [-3.147, -4.019, -0.500], [-1.784, -4.097, -0.552], [-1.010, -2.932, -0.648], [-1.529, -1.640, -0.736], [-2.967, -1.595, -0.738], [-5.546, 0.653, -0.936], [-6.888, -1.381, -0.541], [-5.756, -3.583, -0.438], [-3.758, -4.904, -0.383], [-1.292, -5.060, -0.508], [0.069, -3.084, -0.670]], "forces_ev_per_angstrom": [[0.912, -0.219, 0.469], [0.024, 0.031, -0.101], [-0.236, 0.103, -0.094], [-0.201, 0.347, 0.342], [0.123, -0.154, -0.160], [0.111, -0.693, -0.752], [-0.585, 0.732, 0.666], [0.029, -0.240, -0.349], [-0.284, -0.002, -0.024], [-0.317, 0.290, 0.111], [-0.160, -0.113, -0.272], [0.119, -0.055, 0.022], [0.129, -0.240, -0.168], [-0.078, 0.068, 0.095], [0.187, -0.007, 0.084], [0.303, -0.237, -0.198], [0.108, 0.389, 0.492], [-0.375, -0.424, 0.178], [0.204, 0.183, -0.035], [0.767, 0.381, -0.736], [-0.956, -0.200, 0.942], [0.163, 0.207, -0.328], [-0.132, 0.109, -0.070], [-0.458, 0.094, 0.184], [-0.051, 0.091, -0.245], [0.112, -0.008, 0.044], [0.193, 0.038, -0.169], [-0.137, 0.087, 0.047], [0.256, -0.208, 0.102], [0.197, -0.032, -0.198], [-0.008, -0.375, 0.654], [-0.085, 0.001, 0.043], [-0.035, -0.029, -0.048], [-0.012, -0.059, 0.011], [-0.107, -0.049, -0.130], [0.088, -0.036, 0.014], [0.131, 0.108, -0.115], [0.009, -0.210, -0.047], [-0.004, 0.135, -0.068], [0.045, 0.041, -0.070], [0.148, -0.094, 0.002], [-0.073, 0.060, -0.166], [-0.117, 0.063, 0.349], [0.001, 0.222, 0.004], [0.125, -0.037, -0.046], [-0.017, -0.023, -0.001], [0.059, -0.034, -0.126], [-0.068, -0.017, -0.062], [0.193, -0.395, -0.180], [0.311, 0.127, 0.522], [-0.100, -0.220, 0.037], [0.017, 0.159, 0.059], [-0.136, 0.104, 0.056], [0.401, -0.268, 0.031], [-0.212, 0.864, -0.655], [-0.292, 0.140, 0.106], [0.241, -0.214, -0.025], [-0.023, -0.096, 0.024], [0.009, -0.048, -0.047], [0.059, 0.049, -0.045], [0.028, 0.076, 0.027], [0.006, -0.020, -0.019], [-0.012, 0.028, -0.013], [0.002, -0.006, 0.037], [-0.200, -0.151, 0.002], [-0.371, -0.825, 0.239], [-0.081, 0.958, -0.152], [0.384, 0.256, -0.083], [-0.039, -0.360, -0.023], [-0.271, 0.086, 0.030], [0.247, 0.235, -0.034], [0.234, -0.166, 0.060], [-0.284, -0.260, 0.039], [0.023, 0.785, -0.251], [-0.231, -0.635, -0.001], [0.260, -0.113, -0.014], [-0.029, 0.079, 0.000], [-0.116, -0.041, -0.004], [-0.047, -0.026, 0.086], [-0.019, -0.068, -0.028], [0.005, -0.087, 0.048], [-0.003, 0.071, 0.092]], "mulliken_spin": [3.020, 0.004, -0.010, 0.009, 0.000, -0.007, -0.001, -0.001, 0.000, 0.000, 0.000, 0.000, 0.000, 0.001, 0.000, 0.000, 0.001, 0.001, 0.003, -0.008, 0.002, 0.000, 0.000, 0.000, 0.000, 0.001, 0.000, 0.000, 0.000, -0.002, 0.002, 0.000, -0.001, 0.000, 0.000, -0.001, -0.001, -0.001, 0.000, -0.001, -0.001, 0.000, 0.003, 0.006, 0.000, 0.000, 0.000, 0.001, -0.001, -0.006, -0.001, 0.001, 0.001, 0.008, -0.013, 0.002, -0.007, 0.000, 0.000, 0.000, 0.000, 0.000, 0.000, 0.000, -0.001, 0.000, -0.001, 0.000, 0.000, -0.001, 0.003, 0.002, 0.001, 0.007, -0.019, 0.008, 0.000, 0.000, 0.000, 0.000, 0.000, -0.003]}



Entry 2:
{"formula": "C39H28Cl3MgN7O4S2Te", "method": "ωB97M-V/def2-TZVPD", "e_above_lowest_kj_mol": 0.0, "total_charge": -2, "lumo_energy_ev": 3.42, "homo_energy_ev": -1.44, "homo_lumo_gap_ev": 4.86, "symbols": ["Mg", "C", "O", "C", "C", "C", "C", "C", "C", "N", "N", "C", "O", "C", "C", "C", "C", "C", "C", "C", "O", "H", "H", "H", "H", "H", "H", "H", "H", "H", "H", "H", "H", "N", "C", "C", "C", "N", "C", "N", "Te", "C", "C", "C", "C", "S", "H", "H", "H", "Cl", "C", "C", "C", "C", "C", "C", "N", "C", "C", "N", "C", "O", "C", "C", "C", "Cl", "S", "C", "C", "C", "Cl", "C", "H", "H", "H", "H", "H", "H", "H", "H", "H", "H", "H", "H", "H"], "xyz": [[-1.942, 1.536, -0.039], [-5.794, -0.794, 0.861], [-5.357, -0.741, 2.213], [-5.103, 0.531, 2.682], [-5.822, 0.972, 3.768], [-5.583, 2.230, 4.329], [-4.619, 3.031, 3.759], [-3.870, 2.613, 2.650], [-2.893, 3.545, 2.117], [-2.145, 3.315, 1.106], [-1.299, 4.345, 0.726], [-0.623, 3.981, -0.337], [-0.730, 2.868, -0.959], [0.348, 4.989, -0.868], [0.700, 6.118, -0.133], [1.611, 7.029, -0.644], [2.179, 6.825, -1.897], [1.831, 5.702, -2.632], [0.923, 4.787, -2.117], [-4.073, 1.321, 2.085], [-3.394, 0.853, 1.096], [-5.963, -1.845, 0.632], [-5.044, -0.383, 0.186], [-6.736, -0.245, 0.744], [-6.575, 0.308, 4.178], [-6.147, 2.565, 5.191], [-4.416, 4.015, 4.169], [-2.803, 4.517, 2.607], [0.258, 6.253, 0.844], [1.890, 7.897, -0.058], [2.897, 7.535, -2.291], [2.275, 5.529, -3.606], [0.647, 3.901, -2.671], [-2.833, 0.790, -1.880], [-2.858, 0.190, -2.867], [-2.900, -0.567, -4.043], [-2.519, -1.924, -3.962], [-2.201, -3.035, -3.901], [-3.105, 0.040, -5.300], [-3.274, 0.521, -6.338], [2.106, 2.380, 2.633], [3.149, 0.561, 2.742], [4.206, 0.105, 1.989], [4.678, -1.182, 2.368], [3.980, -1.720, 3.410], [2.743, -0.638, 3.914], [4.633, 0.697, 1.191], [5.516, -1.678, 1.890], [4.129, -2.671, 3.897], [4.370, -6.384, 3.590], [3.629, -5.667, 2.186], [4.152, -4.507, 1.650], [3.545, -3.943, 0.540], [2.424, -4.511, -0.056], [1.805, -3.920, -1.316], [0.394, -3.348, -1.134], [0.229, -2.140, -0.344], [0.609, -1.843, 0.954], [0.070, -0.624, 1.229], [-0.645, -0.177, 0.138], [-0.523, -1.111, -0.774], [2.726, -3.125, -2.036], [2.863, -1.732, -1.747], [1.984, -0.878, -2.617], [1.694, 0.425, -2.340], [2.229, 1.307, -0.977], [0.586, 1.102, -3.463], [0.532, -0.361, -4.351], [1.316, -1.324, -3.794], [1.947, -5.694, 0.506], [0.611, -6.557, -0.215], [2.524, -6.275, 1.623], [5.011, -4.036, 2.104], [3.957, -3.033, 0.132], [1.631, -4.774, -1.979], [-0.227, -4.137, -0.708], [-0.010, -3.131, -2.123], [1.236, -2.486, 1.547], [0.182, -0.021, 2.115], [-0.941, -1.094, -1.766], [3.916, -1.508, -1.940], [2.676, -1.501, -0.694], [-0.101, -0.442, -5.221], [1.399, -2.330, -4.180], [2.122, -7.191, 2.032]], "forces_ev_per_angstrom": [[0.032, 0.015, -0.045], [0.002, 0.003, 0.010], [-0.008, -0.016, -0.007], [0.006, 0.008, -0.018], [0.001, 0.014, 0.008], [-0.009, -0.013, 0.003], [0.004, 0.013, -0.005], [0.009, 0.001, 0.006], [0.007, -0.008, -0.015], [0.012, -0.021, 0.035], [-0.020, 0.025, 0.032], [0.035, 0.012, -0.030], [-0.066, -0.038, -0.010], [0.023, -0.016, -0.001], [-0.005, -0.025, 0.008], [0.009, 0.010, -0.005], [-0.005, 0.002, 0.007], [-0.011, -0.014, 0.004], [0.003, -0.004, -0.012], [-0.015, -0.001, -0.002], [0.018, -0.016, 0.011], [0.001, 0.000, 0.001], [0.005, 0.002, -0.001], [-0.001, -0.001, 0.002], [0.000, -0.003, -0.001], [-0.001, -0.001, 0.000], [-0.001, -0.002, 0.000], [-0.003, 0.000, 0.006], [-0.001, 0.005, 0.004], [0.001, -0.001, 0.001], [0.000, 0.002, -0.002], [-0.001, 0.003, -0.002], [-0.001, 0.001, -0.001], [0.140, -0.038, 0.003], [-0.255, 0.148, -0.094], [0.159, -0.056, 0.138], [-0.076, -0.066, -0.107], [0.053, 0.017, 0.064], [-0.033, 0.019, 0.015], [0.017, -0.005, -0.007], [-0.023, 0.028, 0.009], [0.040, 0.024, -0.017], [-0.028, -0.005, -0.010], [0.007, 0.001, 0.044], [-0.001, -0.011, -0.014], [0.002, 0.005, 0.020], [-0.001, -0.008, -0.003], [0.008, -0.001, -0.008], [-0.011, 0.013, 0.007], [-0.001, 0.001, -0.005], [-0.001, 0.006, 0.004], [0.008, -0.011, 0.008], [-0.012, -0.009, -0.019], [0.001, 0.042, 0.004], [0.009, -0.008, -0.057], [0.000, 0.010, 0.072], [-0.006, -0.033, -0.021], [0.010, -0.015, 0.005], [0.005, -0.020, 0.001], [-0.028, 0.002, 0.041], [-0.012, 0.045, 0.009], [-0.024, -0.019, 0.030], [0.023, 0.018, 0.019], [0.015, -0.047, -0.042], [-0.034, -0.015, 0.004], [0.032, 0.019, 0.013], [0.003, 0.001, 0.000], [0.020, -0.004, -0.020], [-0.015, 0.012, 0.031], [-0.006, -0.016, 0.008], [-0.002, -0.021, -0.002], [0.001, -0.003, -0.010], [0.004, -0.002, -0.016], [0.006, 0.004, 0.006], [0.009, 0.006, -0.012], [0.019, -0.001, 0.012], [-0.016, 0.021, -0.033], [-0.007, 0.002, -0.011], [-0.001, 0.013, 0.010], [-0.024, 0.009, -0.039], [-0.009, 0.006, 0.001], [-0.011, -0.004, -0.007], [0.023, 0.010, 0.004], [0.001, 0.002, -0.009], [-0.001, 0.000, -0.001]], "mulliken_charge": [1.321, -0.565, -0.509, 0.440, -0.482, -0.617, -0.926, 0.843, -0.520, 0.678, -0.806, 0.443, -0.570, 0.175, -0.309, -0.650, -0.268, -0.840, -0.050, 0.306, -0.530, 0.238, 0.073, 0.279, 0.421, 0.364, 0.316, 0.240, 0.428, 0.356, 0.364, 0.383, 0.404, -0.741, 0.429, -0.073, 0.333, -0.618, 0.257, -0.632, -0.254, -0.355, -0.531, -0.391, -0.494, -0.210, 0.483, 0.487, 0.423, -0.257, 0.426, -1.172, 0.447, -0.497, 0.119, -0.434, 0.372, -0.055, -1.355, -0.126, -0.078, -0.519, 0.117, -0.558, 0.759, -0.013, -0.170, -0.602, -1.150, 0.680, -0.230, -0.961, 0.596, 0.108, 0.461, 0.676, -0.110, 0.507, 0.558, -0.274, 0.614, 0.037, 0.612, 0.496, 0.429]}